i) Entry from the Open Molecules 2025 dataset: one molecule with the formula C7H7ClO (ωB97M-V/def2-TZVPD).

The geometry in ORCA input format:
```
! RIJCOSX wB97M-V def2-TZVPD def2/J DEFGRID3
* xyz 0 1
Cl -2.3408 1.5150 0.1789
C -1.2721 0.1803 0.0923
C 0.1782 0.5087 0.0845
C 1.1647 0.0189 -0.7890
C 2.4055 0.5811 -0.3856
C 2.1432 1.3621 0.6975
O 0.7954 1.3247 0.9248
C -1.7716 -1.0016 -0.6881
C -1.6333 -1.1240 0.8211
H 0.9816 -0.4196 -1.6844
H 3.3690 0.4588 -0.9421
H 2.6735 2.0320 1.2662
H -1.0103 -1.6469 -1.2005
H -2.8134 -0.9895 -1.0353
H -2.2835 -1.1932 1.6530
H -0.5862 -1.6067 1.0065
*
```

Results
E_LUMO: 0.9 eV
SMILES: ClC1(c2ccco2)CC1
HOMO level: -8.5 eV

How positive or negative is each atom? The Mulliken charges in e answer that: -0.245, 0.729, -0.045, -0.288, -0.439, -0.522, -0.360, -0.671, -0.600, 0.530, 0.329, 0.530, 0.189, 0.299, 0.339, 0.226

***

ii) Entry from the Open Molecules 2025 dataset: a 2-piece molecular cluster, C7H7ClO overall (ωB97M-V/def2-TZVPD).

The geometry in ORCA input format:
```
! RIJCOSX wB97M-V def2-TZVPD def2/J DEFGRID3
* xyz 0 1
C 0.5127 -0.7465 3.5807
C 0.3319 -1.0326 2.4307
C -0.2958 -1.3149 -0.5866
C 0.4022 -2.3654 -1.1439
C 0.1298 1.3646 -0.2825
C 0.1784 -0.0410 -0.5777
C -0.7002 2.3252 -1.0916
O 1.2167 0.6928 -0.9671
Cl -0.2043 -3.9411 -1.1369
H 0.6438 -0.6019 4.6223
H -1.2543 -1.4820 -0.1213
H 1.3763 -2.2273 -1.5809
H 0.3824 1.6777 0.7263
H -0.3624 3.3460 -0.9207
H -1.7450 2.2502 -0.7987
H -0.6123 2.0963 -2.1520
*
```

Results
E_LUMO (alpha / beta): -2.4 / -1.5 eV
HOMO level (alpha / beta): -7.5 / -8.7 eV

How positive or negative is each atom? The Mulliken charges in e answer that: -0.231, -0.668, -0.382, -0.182, 0.334, 0.341, -1.160, -0.413, -0.118, 0.371, 0.312, 0.370, 0.449, 0.317, 0.304, 0.357

***

Energy comparison, zero being the most stable, in kJ/mol: i) 0.0; ii) 565.4.

***

i) Entry from the Open Molecules 2025 dataset: H4N2OS2 as an isolated structure (ωB97M-V/def2-TZVPD).

The geometry in ORCA input format:
```
! RIJCOSX wB97M-V def2-TZVPD def2/J DEFGRID3
* xyz 0 1
N 0.8019 -0.4294 -0.4836
N -1.9000 -0.1781 0.4297
O 0.4447 -1.4276 0.1621
S 2.1096 0.7958 0.0650
S -1.0274 0.9383 -0.2490
H 1.0985 -0.7427 -1.3463
H -1.9605 -0.2912 1.4681
H 2.2035 0.3275 1.3461
H -1.7702 1.0074 -1.3922
*
```

Results
E_LUMO (alpha / beta): -0.4 / -0.5 eV
HOMO level (alpha / beta): -8.5 / -8.2 eV

How positive or negative is each atom? The Mulliken charges in e answer that: 0.018, -0.438, -0.464, -0.135, 0.187, 0.235, 0.239, 0.182, 0.174

***

ii) Entry from the Open Molecules 2025 dataset: one molecule with the formula H4N2OS2 (ωB97M-V/def2-TZVPD).

The geometry in ORCA input format:
```
! RIJCOSX wB97M-V def2-TZVPD def2/J DEFGRID3
* xyz 0 1
N 2.2228 0.7608 0.1046
S 1.4688 -0.8177 -0.1680
O 0.2357 -0.2703 -1.1299
S -1.1086 0.5102 -0.1801
N -2.3638 -0.5445 0.2134
H 1.9075 1.1914 0.9843
H 3.1436 1.0087 -0.3124
H -2.2233 -1.1278 1.0121
H -2.7202 -1.0007 -0.6755
*
```

Results
E_LUMO: 0.6 eV
SMILES: NSOSN
HOMO level: -8.6 eV

How positive or negative is each atom? The Mulliken charges in e answer that: -0.462, 0.105, -0.344, 0.159, -0.475, 0.250, 0.229, 0.260, 0.278

***

Energy comparison, zero being the most stable, in kJ/mol: i) 374.9; ii) 0.0.

***

i) Entry from the Open Molecules 2025 dataset: a 2-piece molecular cluster, C2H5NP2 overall (ωB97M-V/def2-TZVPD).

The geometry in ORCA input format:
```
! RIJCOSX wB97M-V def2-TZVPD def2/J DEFGRID3
* xyz 0 1
C -0.8800 -2.2196 0.7871
C 0.2785 1.8805 -0.7822
N -0.3236 0.6748 -0.3585
P -2.0293 -3.2637 1.3723
P -1.6927 0.0925 -0.1447
H 0.1728 -2.1054 1.1973
H 0.8365 1.6806 -1.5964
H 1.1324 2.0955 0.0015
H -0.4485 2.6204 -1.0804
H -1.2362 -4.2694 1.5852
*
```

Results
E_LUMO: -0.3 eV
HOMO level: -7.6 eV

How positive or negative is each atom? The Mulliken charges in e answer that: -0.394, -0.627, -0.021, -0.078, 0.094, 0.246, 0.290, 0.229, 0.290, -0.028

***

ii) Entry from the Open Molecules 2025 dataset: a 2-piece molecular cluster, C2H5NP2 overall (ωB97M-V/def2-TZVPD).

The geometry in ORCA input format:
```
! RIJCOSX wB97M-V def2-TZVPD def2/J DEFGRID3
* xyz 0 1
C -0.4590 -1.1366 -0.0570
C -0.3958 0.1166 -0.6173
N -0.3189 -2.1065 0.5570
P -1.5031 1.4591 0.0285
P 2.0502 0.5252 0.3277
H 0.0494 0.0669 -1.5717
H -2.8227 1.0658 -0.2433
H -1.2768 1.0515 1.4548
H 1.9902 -0.7972 0.9509
H 2.6865 -0.2449 -0.8294
*
```

Results
E_LUMO: -1.6 eV
HOMO level: -9.1 eV

How positive or negative is each atom? The Mulliken charges in e answer that: 0.545, -0.920, -0.466, -0.073, 0.030, 0.560, 0.068, 0.074, 0.098, 0.083

***

Energy comparison, zero being the most stable, in kJ/mol: i) 123.7; ii) 0.0.

***

i) Entry from the Open Molecules 2025 dataset: one molecule with the formula C4H2N2S (ωB97M-V/def2-TZVPD).

The geometry in ORCA input format:
```
! RIJCOSX wB97M-V def2-TZVPD def2/J DEFGRID3
* xyz 0 1
N -1.4729 1.2997 -1.6792
C -1.3007 0.5344 -0.8286
C -0.9275 -0.3284 0.1422
C 0.8915 -0.4816 -0.0904
S 1.2937 -1.7885 -0.8288
C 1.6573 0.5218 0.5963
N 2.1683 1.3223 1.2069
H -1.0491 0.2023 1.0561
H -1.2605 -1.2819 0.4255
*
```

Results
E_LUMO: -1.9 eV
SMILES: N#CCC(=S)C#N
HOMO level: -9.9 eV

How positive or negative is each atom? The Mulliken charges in e answer that: -0.391, 0.459, -0.753, 0.193, -0.181, 0.253, -0.274, 0.267, 0.426

***

ii) Entry from the Open Molecules 2025 dataset: one molecule with the formula C4H2N2S (ωB97M-V/def2-TZVPD).

The geometry in ORCA input format:
```
! RIJCOSX wB97M-V def2-TZVPD def2/J DEFGRID3
* xyz 0 1
C -2.9168 0.0161 0.1743
C -0.7076 -1.2792 -0.4884
C 0.9861 1.4494 -0.3901
C -1.7910 -0.6920 -0.0130
N -3.6678 0.9001 0.2292
N 0.5712 -1.2474 -0.3374
S 1.2881 0.1116 0.4263
H -1.1056 -2.0763 -1.1060
H 1.1804 2.3994 0.1320
*
```

Results
E_LUMO (alpha / beta): -3.0 / -2.3 eV
HOMO level (alpha / beta): -8.9 / -9.1 eV

How positive or negative is each atom? The Mulliken charges in e answer that: 0.351, 0.159, -0.356, -0.042, -0.355, -0.378, 0.071, 0.290, 0.260

***

Energy comparison, zero being the most stable, in kJ/mol: i) 0.0; ii) 466.2.

***

i) Entry from the Open Molecules 2025 dataset: a 16-piece molecular cluster, H33O16 overall (ωB97M-V/def2-TZVPD).

The geometry in ORCA input format:
```
! RIJCOSX wB97M-V def2-TZVPD def2/J DEFGRID3
* xyz 1 1
O 4.2836 3.2944 0.3426
H 3.9856 3.2067 -0.6284
H -1.3988 -4.0209 0.6084
O -0.1917 0.9709 3.8450
H 2.9579 1.9090 1.4778
H 1.9659 -2.2938 1.5256
O 2.0390 1.6753 1.8555
H -0.0676 0.1672 0.6831
H 5.0463 -2.4670 -1.4217
O -0.2590 1.0975 1.3455
H -0.4353 1.1620 2.5262
H -5.3645 -1.6956 -2.2355
O -1.8557 2.5946 -2.1854
H -0.8584 1.4637 4.2107
H -1.1599 3.2770 -2.6171
O 1.3146 -1.8863 4.6164
H 1.0924 -2.6087 4.0084
H 3.5893 -2.6198 -0.8404
O -2.2347 -0.5683 0.4855
H -1.3689 2.3880 -4.2836
H -3.1114 -0.2059 0.5839
O 0.6715 -2.5407 -4.1815
H -1.5055 -2.8055 1.5857
H 0.1612 -2.7666 -4.9191
O 4.3869 -2.9697 -1.0907
H 4.4979 4.2541 0.3347
O 2.7193 -1.6231 1.4319
H -0.3160 -0.3662 -1.3493
H 3.5430 -2.1372 1.5113
O 0.0640 -0.5968 -0.4213
H 0.6792 -1.3038 -0.3352
H -2.6001 -1.2319 -2.1115
O -2.1688 3.6895 2.1803
H 0.5608 1.6803 1.4440
H -1.6298 -1.9908 -3.0486
O -4.9996 -1.1568 -2.8336
H -5.2961 -0.2730 -3.0753
H -1.8201 3.1260 1.7217
O -1.6659 -1.4477 -2.1760
H -3.0518 3.8317 1.9320
H 2.2657 -1.6247 4.2416
O -1.0297 -3.6179 1.4156
H -2.7067 2.6923 -2.6228
H 2.3327 1.4745 2.8922
O -0.9752 3.1993 -4.2611
H 1.3846 -3.1324 -4.0488
H 0.0860 0.1453 4.3196
H -2.1606 -1.1123 -0.2919
H -0.0872 2.9644 -4.7284
*
```

Results
E_LUMO: -2.5 eV
HOMO level: -12.9 eV

How positive or negative is each atom? The Mulliken charges in e answer that: -0.646, 0.330, 0.291, -0.496, 0.299, 0.309, -0.616, 0.408, 0.294, -0.736, 0.454, 0.293, -0.711, 0.309, 0.417, -0.658, 0.312, 0.312, -0.466, 0.335, 0.219, -0.601, 0.330, 0.308, -0.590, 0.324, -0.620, 0.318, 0.318, -0.390, 0.194, 0.306, -0.523, 0.484, 0.263, -0.618, 0.324, 0.256, -0.626, 0.304, 0.346, -0.617, 0.292, 0.316, -0.651, 0.308, 0.329, 0.325, 0.336

***

ii) Entry from the Open Molecules 2025 dataset: H33O16 as an isolated structure (ωB97M-V/def2-TZVPD).

The geometry in ORCA input format:
```
! RIJCOSX wB97M-V def2-TZVPD def2/J DEFGRID3
* xyz 1 1
O 1.9812 3.0984 -2.2413
H 1.1168 3.1007 -2.7691
H 1.9071 2.7841 -1.0460
O -4.6281 -2.6354 1.4718
H 0.5737 -2.3012 0.7356
H 3.8064 -1.2343 0.4306
O 0.6446 -1.3317 0.6403
H 1.6520 3.1151 0.5856
H 3.1985 -2.8081 -4.1965
O 2.3597 2.5900 0.1346
H 1.9466 1.7105 0.4062
H 3.7939 -2.5398 -1.6191
O -0.0953 3.5326 -0.8959
H -4.0496 -3.1354 2.0593
H -0.6284 2.7083 -1.0266
O -0.6503 -4.6816 1.4520
H -1.3114 -5.3699 1.5229
H 1.9086 -2.1632 -4.4019
O -2.6650 1.0435 1.3032
H -0.3765 1.8721 3.5200
H -2.6392 0.7228 2.2277
O -2.6579 2.4140 -1.9882
H 0.7046 0.6833 -1.2393
H -3.3646 1.9437 -1.4872
O 2.7197 -2.3727 -4.9276
H 2.3249 3.9719 -2.4349
O 3.2741 -0.4374 0.2257
H -2.1413 5.7487 0.5082
H 2.4195 -0.9086 0.1503
O -1.4624 5.0958 0.6469
H -1.3055 4.8992 1.5924
H -0.6752 -5.2398 -0.6224
O -2.0413 -1.5944 3.9621
H -0.0664 -0.7948 1.0111
H 0.0098 -4.0127 -1.4259
O 4.2770 -3.1126 -1.0267
H 5.2025 -3.0158 -1.2166
H -2.6952 -1.7039 3.2692
O -0.8110 -4.4292 -1.1714
H -2.6533 -1.4564 4.6867
H -0.4363 -4.6535 2.4200
O 1.0067 0.4979 -2.1238
H -0.6293 4.1959 -0.3824
H 1.0366 -0.5013 -1.9668
O -0.8914 2.3243 4.1872
H -3.2567 3.1053 -2.3347
H -4.5805 -2.8379 0.5431
H -3.5866 0.7953 1.0860
H -0.1856 2.7388 4.7363
*
```

Results
E_LUMO: -3.1 eV
HOMO level: -13.3 eV

How positive or negative is each atom? The Mulliken charges in e answer that: -0.490, 0.403, 0.420, -0.625, 0.289, 0.339, -0.586, 0.455, 0.314, -0.539, 0.345, 0.295, -0.663, 0.315, 0.308, -0.583, 0.299, 0.304, -0.568, 0.282, 0.288, -0.603, 0.182, 0.302, -0.611, 0.354, -0.596, 0.273, 0.299, -0.556, 0.297, 0.346, -0.605, 0.247, 0.269, -0.635, 0.328, 0.278, -0.614, 0.317, 0.295, -0.513, 0.357, 0.335, -0.611, 0.312, 0.321, 0.306, 0.322

***

Energy comparison, zero being the most stable, in kJ/mol: i) 215.1; ii) 0.0.

***

i) Entry from the Open Molecules 2025 dataset: a 2-piece molecular cluster, C3H11N overall (ωB97M-V/def2-TZVPD).

The geometry in ORCA input format:
```
! RIJCOSX wB97M-V def2-TZVPD def2/J DEFGRID3
* xyz 0 1
C 0.3444 -1.3919 -0.9090
C 1.1964 -0.1212 -1.1236
C 1.0487 0.3296 -2.5906
H -0.6934 -1.1237 -1.1096
H 0.3183 -1.7261 0.1252
H 0.7223 -2.1571 -1.5921
H 2.2461 -0.2967 -0.9147
H 0.7807 0.6756 -0.5184
H 1.8544 1.0212 -2.8659
H 1.1095 -0.5391 -3.2499
H 0.0872 0.8220 -2.7203
N -2.4222 0.9404 4.5011
H -2.2031 1.7344 5.0921
H -2.8481 1.3119 3.6603
H -1.5411 0.5206 4.2153
*
```

Results
E_LUMO: 0.9 eV
SMILES: CCC.N
HOMO level: -10.2 eV

How positive or negative is each atom? The Mulliken charges in e answer that: -1.071, -0.242, -1.052, 0.283, 0.315, 0.315, 0.309, 0.240, 0.299, 0.299, 0.305, -0.654, 0.218, 0.218, 0.218

***

ii) Entry from the Open Molecules 2025 dataset: a 2-piece molecular cluster, C3H11N overall (ωB97M-V/def2-TZVPD).

The geometry in ORCA input format:
```
! RIJCOSX wB97M-V def2-TZVPD def2/J DEFGRID3
* xyz 0 1
C -1.4808 1.4957 -0.7041
C -0.5634 0.5454 0.0591
N -1.0116 -0.8275 -0.1322
H -1.3899 1.3088 -1.7741
H -1.1830 2.5326 -0.5385
H -2.5239 1.3796 -0.4062
H -0.3875 0.8951 1.0827
H 0.4059 0.6261 -0.4423
H -1.8865 -0.9871 0.3600
H -0.3591 -1.4910 0.2657
C 2.6258 -1.0386 0.6075
H 3.3630 -1.8310 0.4735
H 2.9664 -0.4542 1.4617
H 2.6010 -0.4231 -0.2841
H 1.6723 -1.4890 0.8576
*
```

Results
E_LUMO: 1.1 eV
SMILES: CCN.C
HOMO level: -9.4 eV

How positive or negative is each atom? The Mulliken charges in e answer that: -1.073, -0.161, -0.574, 0.288, 0.321, 0.301, 0.275, 0.180, 0.221, 0.224, -0.873, 0.308, 0.257, 0.231, 0.075

***

Energy comparison, zero being the most stable, in kJ/mol: i) 0.0; ii) 18.1.